72
Properties=species:S:1:pos:R:3:forces:R:3 method="wB97M-V/def2-TZVPD" de_lowest_kj_mol=99.2 homo_lumo_gap_ev=5.210 homo_energy_ev=-1.207 multiplicity=1 total_charge=-2 total_energy_ev=-129903.668 lumo_ev=4.003
Ag -1.6973 -0.0979 -1.3796 0.0 -0.3 0.2
O -3.0659 0.2980 -7.5932 0.0 0.0 0.0
C -2.8694 0.1495 -6.2419 0.0 0.1 -0.1
C -2.4954 -1.0648 -5.6937 0.0 0.0 0.0
C -2.3006 -1.1391 -4.3229 0.0 0.0 0.1
N -2.4760 -0.0753 -3.5447 0.2 0.1 0.1
C -2.8345 1.0963 -4.0698 -0.1 0.0 0.0
C -3.0549 1.2562 -5.4276 0.0 -0.1 0.1
C -2.9649 2.2876 -3.1068 0.1 0.1 0.0
O -3.6754 3.2298 -3.4842 0.1 0.0 0.0
O -2.3067 2.1858 -2.0342 -0.1 0.1 0.1
C -1.8453 -2.4675 -3.6602 -0.1 0.0 -0.1
O -1.9128 -3.4590 -4.4092 0.0 0.0 0.1
O -1.4618 -2.3793 -2.4748 0.0 0.0 -0.1
H -2.8632 -0.5462 -8.0076 0.0 0.0 0.0
H -2.3451 -1.9628 -6.2812 0.0 0.0 0.0
H -3.3604 2.2159 -5.8171 0.0 0.0 0.0
F -3.2874 5.9194 4.4520 0.0 0.0 0.0
C -3.7042 5.7247 3.1824 0.1 -0.1 0.0
F -5.0240 6.0166 3.1711 0.0 0.0 0.0
F -3.0979 6.6513 2.4233 0.0 0.0 0.0
C -3.4397 4.3232 2.7100 0.0 0.1 0.0
C -3.5640 3.2658 3.6001 0.0 0.0 0.0
C -3.3565 1.9891 3.1092 0.0 0.1 0.0
N -3.0453 1.7245 1.8433 -0.1 -0.1 0.0
C -2.9289 2.7447 0.9968 0.0 0.1 0.0
C -3.1244 4.0685 1.3907 0.0 0.0 -0.1
H -3.8016 3.4280 4.6426 0.0 0.0 0.0
H -3.4342 1.1355 3.7751 0.0 0.0 0.0
H -2.6833 2.5246 -0.0410 0.0 0.0 0.0
H -3.0251 4.8614 0.6627 0.0 0.0 0.0
N -0.8900 -0.6639 0.7524 0.5 0.0 -0.4
C -0.1498 0.3912 1.3529 -0.1 0.0 0.1
C 0.6837 1.1728 0.5604 0.0 0.0 0.0
C 1.4170 2.2069 1.1178 0.0 0.0 0.0
C 1.3228 2.4911 2.4744 0.0 0.0 0.0
C 0.4917 1.7132 3.2684 0.0 0.0 0.0
C -0.2295 0.6675 2.7136 0.0 0.0 0.0
H -1.5170 -1.0987 1.4173 -0.1 0.1 0.0
H -0.2060 -1.4056 0.4852 -0.2 -0.1 0.0
H 0.7458 0.9701 -0.5018 0.0 0.0 0.0
H 2.0618 2.7990 0.4798 0.0 0.0 0.0
H 1.8918 3.3049 2.9061 0.0 0.0 0.0
H 0.4102 1.9121 4.3309 0.0 0.0 0.0
H -0.8681 0.0537 3.3386 0.0 0.0 0.0
C 3.7008 -0.9359 2.1241 0.0 0.1 0.0
Si 2.7574 -2.5661 2.3263 -0.1 -0.1 0.0
C 1.6680 -2.3073 3.8643 0.0 0.0 0.0
C 4.0743 -3.8080 2.9074 0.0 0.0 0.0
As 1.4288 -3.3327 0.6175 0.0 0.1 0.1
Si 2.8423 -2.8168 -1.1224 0.0 0.0 0.1
C 3.0420 -0.9807 -1.5607 0.0 0.0 0.0
C 2.2262 -3.6337 -2.7006 -0.1 0.0 -0.1
C 4.6279 -3.4234 -0.8707 0.0 0.0 0.0
H 4.2733 -0.7247 3.0348 0.0 0.0 0.0
H 3.0073 -0.1078 1.9526 0.0 0.0 0.0
H 4.3971 -0.9622 1.2832 0.0 0.0 0.0
H 2.2478 -2.4253 4.7865 0.0 0.0 0.0
H 0.8474 -3.0289 3.8788 0.0 0.0 0.0
H 1.2339 -1.3050 3.8600 0.0 0.0 0.0
H 4.5795 -3.4617 3.8170 0.0 0.0 0.0
H 4.8274 -3.9750 2.1333 0.0 0.0 0.0
H 3.6012 -4.7718 3.1114 0.0 0.0 0.0
H 2.1752 -0.6294 -2.1269 0.0 0.0 0.0
H 3.9330 -0.8387 -2.1838 0.0 0.0 0.0
H 3.1382 -0.3535 -0.6738 0.0 0.0 0.0
H 1.3522 -3.1022 -3.0852 0.0 0.0 0.0
H 1.9101 -4.6642 -2.5318 0.1 0.0 0.0
H 3.0131 -3.6226 -3.4630 0.0 0.0 0.0
H 5.1139 -2.8831 -0.0537 0.0 0.0 0.0
H 5.2240 -3.2733 -1.7782 0.0 0.0 0.0
H 4.6392 -4.4848 -0.6120 0.0 0.0 0.0

=====

67
Properties=species:S:1:pos:R:3:forces:R:3 method="wB97M-V/def2-TZVPD" de_lowest_kj_mol=61.4 homo_lumo_gap_ev="6.609 / 5.058" homo_energy_ev="-9.556 / -10.101" multiplicity=3 total_charge=+1 s2=2.04 total_energy_ev=-204736.665 lumo_ev="-2.947 / -5.043"
Au 0.6784 0.0469 -0.2027 0.3 -0.3 0.7
C -1.7800 -2.3208 0.4205 0.0 -0.1 0.0
C -2.4092 -1.2344 -0.3809 0.0 0.0 0.0
C -3.7365 -1.3327 -0.8156 -0.2 0.3 -0.2
C -4.2758 -0.3273 -1.5800 0.2 -0.1 0.1
C -3.4822 0.7803 -1.9309 0.4 -0.4 0.4
C -3.9356 1.8510 -2.7420 -0.4 0.3 -0.3
Br -5.7121 1.8626 -3.3978 0.5 0.1 0.1
C -3.0985 2.8974 -3.0787 0.0 0.0 0.0
C -1.7998 2.9169 -2.6095 0.3 0.8 -0.3
Br -0.6399 4.3194 -3.0770 -0.3 -0.2 0.0
C -1.2512 1.9003 -1.7673 0.7 0.2 0.1
O -0.0706 1.9642 -1.3590 -0.7 -0.4 -0.8
C -2.1518 0.8026 -1.4419 -0.8 -0.5 0.0
N -1.6620 -0.1849 -0.6864 0.0 0.1 -0.2
H -2.5295 -2.9647 0.8732 0.0 0.0 0.0
H -1.1476 -1.8934 1.1961 0.0 0.0 0.0
H -1.1501 -2.9253 -0.2320 0.1 -0.1 0.0
H -4.3311 -2.1907 -0.5448 0.0 -0.1 0.0
H -5.2999 -0.3816 -1.9194 0.0 0.0 0.0
H -3.4562 3.7014 -3.7034 0.0 0.0 0.0
C 0.2148 -0.6218 -3.7332 0.3 0.1 0.7
Si 1.5791 -0.6941 -2.3918 0.3 -0.3 -0.5
C 3.0688 0.3114 -3.0469 -0.6 -0.3 0.5
C 2.0128 -2.5349 -2.1312 -0.1 0.7 -0.1
C 1.8570 -3.1804 -0.9116 -0.1 0.1 0.1
C 2.1256 -4.5288 -0.7649 0.0 -0.1 0.1
C 2.5657 -5.2602 -1.8538 0.0 0.0 0.0
C 2.7294 -4.6350 -3.0790 0.0 -0.1 -0.1
C 2.4578 -3.2859 -3.2139 0.0 0.0 -0.1
H 0.5715 -1.0798 -4.6521 0.1 -0.1 -0.1
H -0.0525 0.4050 -3.9597 0.0 0.3 -0.1
H -0.6870 -1.1431 -3.4258 -0.1 -0.2 0.1
H 3.3791 -0.0769 -4.0142 0.0 -0.2 -0.2
H 3.9260 0.2771 -2.3820 0.1 -0.1 0.1
H 2.7935 1.3525 -3.1833 -0.1 0.2 0.0
H 1.5135 -2.6053 -0.0644 -0.1 0.0 0.1
H 1.9958 -5.0149 0.1923 0.0 0.0 0.1
H 2.7821 -6.3111 -1.7463 0.0 -0.1 0.0
H 3.0623 -5.2048 -3.9326 0.1 -0.1 -0.1
H 2.5898 -2.8148 -4.1765 0.0 0.0 -0.2
C -2.6941 2.8746 3.4907 -0.5 -0.3 -0.2
N -1.4064 3.4993 3.5823 0.7 0.3 -0.1
C -0.8601 4.0888 4.6947 0.5 0.4 0.4
C 0.3667 4.5461 4.3593 -0.3 0.0 0.5
N 0.5691 4.2262 3.0385 -0.3 -0.1 0.1
C -0.5219 3.5795 2.5610 -0.3 -0.3 -0.6
S -0.7432 2.9381 1.0293 0.2 0.1 0.0
H -3.3571 3.2778 4.2511 0.1 0.1 0.1
H -2.6082 1.7942 3.6244 0.0 0.0 0.0
H -3.1135 3.0634 2.5027 0.0 0.0 0.1
H -1.3953 4.1583 5.6187 0.0 0.0 0.2
H 1.1041 5.0445 4.9511 0.1 0.2 0.1
H 1.3570 4.4994 2.4726 -0.2 -0.2 -0.1
C 1.7901 -2.2411 2.5391 -0.1 0.2 -0.3
P 1.6254 -0.5160 1.9455 0.4 0.2 0.2
C 3.3478 0.0680 2.1066 -0.2 0.0 -0.1
C 0.8101 0.2906 3.3738 0.0 0.0 -0.3
H 2.0930 -2.2376 3.5861 0.0 0.0 0.0
H 2.5446 -2.7518 1.9434 0.0 -0.1 0.0
H 0.8425 -2.7671 2.4399 0.0 -0.1 0.0
H 3.7362 -0.1524 3.1012 0.0 0.0 0.0
H 3.3859 1.1409 1.9278 0.0 0.0 0.0
H 3.9595 -0.4336 1.3586 0.0 0.0 0.0
H 1.4276 0.2205 4.2684 0.1 -0.1 0.0
H -0.1497 -0.1869 3.5605 -0.1 0.0 0.0
H 0.6464 1.3352 3.1232 -0.1 0.1 0.0

=====

65
Properties=species:S:1:pos:R:3:forces:R:3 method="wB97M-V/def2-TZVPD" de_lowest_kj_mol=459.8 homo_lumo_gap_ev=4.417 homo_energy_ev=-16.746 multiplicity=1 total_charge=+3 total_energy_ev=-145747.779 lumo_ev=-12.330
Mo -0.0394 0.7904 0.0917 -0.4 -0.4 2.0
C 3.0028 1.3013 1.3239 0.2 0.0 0.0
C 3.3155 -0.1549 1.1024 0.1 0.0 -0.1
S 1.8295 -0.9640 0.4606 -0.2 0.1 0.0
C 1.2741 -2.0618 1.7889 0.0 0.0 0.0
C 0.0822 -2.8004 1.2113 0.0 -0.1 0.0
S -0.9314 -1.6871 0.1847 0.0 0.0 -0.2
C -2.3689 -1.3801 1.2178 -0.1 0.0 0.0
C -3.1321 -0.2225 0.5848 -0.1 0.0 0.0
S -2.2862 0.5666 -0.8222 0.2 0.1 -0.4
C -1.5984 3.1909 -0.0865 0.0 0.0 0.0
C -0.3526 3.5033 0.3270 -0.1 0.1 -0.1
S 2.0241 1.9833 -0.0493 -0.4 0.0 -0.3
H 3.9084 1.9135 1.3476 0.0 0.0 0.0
H 2.4431 1.4472 2.2437 0.0 0.0 0.0
H 3.6164 -0.6618 2.0193 0.0 0.0 0.0
H 4.0814 -0.3043 0.3425 0.0 0.0 0.0
H 1.0466 -1.4733 2.6747 0.0 0.0 0.0
H 2.0928 -2.7506 2.0035 0.0 0.0 0.0
H -0.5437 -3.2374 1.9892 0.0 0.0 0.0
H 0.3948 -3.5930 0.5321 0.0 0.0 0.0
H -2.0471 -1.1575 2.2341 0.0 0.0 0.0
H -2.9525 -2.3018 1.2255 0.0 0.0 0.0
H -3.3484 0.5405 1.3314 0.0 0.0 0.0
H -4.0733 -0.5530 0.1414 0.0 0.0 0.0
H -2.3993 2.9754 0.6058 0.0 -0.1 0.0
H -1.8866 3.3126 -1.1226 0.0 0.0 0.0
H -0.0996 3.5738 1.3766 0.0 -0.1 0.0
H 0.3499 3.9265 -0.3768 0.0 0.0 0.0
Br -0.4117 -0.9854 5.8827 0.1 -0.1 0.0
C -1.6514 0.2860 5.2828 -0.2 0.1 0.0
C -2.7896 0.4758 6.0544 0.0 0.0 0.0
C -3.7762 1.3578 5.6449 0.0 0.0 0.0
C -3.6564 2.0564 4.4448 0.0 0.0 0.1
C -2.5383 1.8611 3.6663 0.1 0.0 0.0
C -1.5160 0.9880 4.0723 0.0 0.0 0.0
C -0.3080 0.8642 3.2743 0.0 -0.3 -0.3
O 0.8064 0.5828 3.5635 0.1 0.1 0.1
O -0.5504 1.0398 1.8506 0.1 0.2 -0.3
H -2.8981 -0.0721 6.9801 0.0 0.0 0.0
H -4.6474 1.5018 6.2704 0.0 0.0 0.0
H -4.4243 2.7532 4.1396 0.0 0.0 0.0
H -2.4122 2.4293 2.7558 0.0 0.0 0.0
C 0.8729 3.1912 -3.1997 0.0 -0.1 0.0
C 0.5487 1.6818 -3.1310 0.0 0.1 -0.1
C -0.9037 1.4682 -3.7617 0.0 0.0 0.1
C 0.3044 1.2075 -1.8181 0.4 -0.1 -0.1
C 1.5954 0.7969 -3.8247 0.0 0.0 -0.1
C 1.3540 0.2127 -5.0672 0.0 -0.1 0.1
C 2.3655 -0.4920 -5.7025 0.0 0.0 0.0
C 3.6110 -0.6334 -5.1062 0.0 0.0 0.0
C 3.8525 -0.0621 -3.8647 0.0 0.0 0.0
C 2.8481 0.6495 -3.2278 0.1 0.0 0.0
H 0.0693 3.7986 -2.7822 0.0 0.0 0.0
H 0.9953 3.4513 -4.2499 0.0 0.0 0.0
H 1.8094 3.4072 -2.6873 0.0 0.0 0.0
H -1.6579 2.0567 -3.2466 0.0 0.0 0.0
H -1.1921 0.4212 -3.8057 0.0 0.0 0.0
H -0.7902 1.8683 -4.7695 0.0 0.0 0.0
H 0.4662 0.0513 -1.6482 0.0 0.1 -0.5
H 0.3952 0.2888 -5.5587 0.0 0.0 0.0
H 2.1779 -0.9295 -6.6737 0.0 0.0 0.0
H 4.3936 -1.1826 -5.6116 0.0 0.0 0.0
H 4.8283 -0.1517 -3.4069 0.0 0.0 0.0
H 3.0674 1.1366 -2.2844 0.0 0.0 -0.1